Formula: C4H5ClO
Source: the OMol25 dataset
Level of theory: the ωB97M-V functional and the def2-TZVPD basis

Results
- Energy above the lowest of the compared OMol25 structures with the same formula, charge and spin: 133.0 kJ/mol
- F_max: 6.50 eV Å⁻¹
- LUMO level: -0.14 eV
- SMILES string: C/C(C=O)=C\Cl
- E_tot: -18796.8211 eV

```
! RIJCOSX wB97M-V def2-TZVPD def2/J DEFGRID3
* xyz 0 1
C 1.049 -0.963 0.547
C 0.403 0.325 0.099
C -0.967 0.465 0.023
C 1.254 1.221 -0.733
H 1.746 -0.399 1.397
H 1.847 -1.332 -0.117
H 0.395 -1.767 0.902
H -1.218 1.317 -0.405
H 0.606 1.898 -1.337
O 2.389 0.959 -1.157
Cl -1.937 -0.804 0.541
*
```

Here is what Mulliken gives for the atomic charges, in e: -0.9612 0.4399 -0.3438 -0.0378 0.2306 0.2733 0.3630 0.4579 0.2402 -0.4873 -0.1748